Formula: C31H74ClO10S
Source: OMol25
Level of theory: ωB97M-V/def2-TZVPD

Geometry as XYZ:
```
117
Properties=species:S:1:pos:R:3:forces:R:3:mulliken_charge:R:1
C 2.3435 2.4227 -2.7970 -0.2 0.0 0.2 -0.70
C -1.6511 -1.2287 0.8165 -0.3 0.0 0.1 -1.40
C -5.4087 -4.2669 1.5204 0.1 0.2 0.0 -0.04
H -1.8498 -1.4802 1.8440 0.0 -0.3 0.1 0.34
C -0.1569 -0.7084 -1.0265 0.0 -0.1 0.8 -0.60
S 1.3276 -1.2697 -1.8752 0.5 0.7 -0.9 0.31
O 5.2385 -4.0860 -2.6305 0.0 0.0 -0.2 -0.48
H 1.7469 -3.2460 -3.1088 0.3 0.1 0.0 -0.03
C 0.5234 0.3063 3.3735 0.1 0.3 0.0 -0.08
H -6.0709 -5.0271 1.9296 -0.1 0.0 0.0 0.35
C -2.2576 -4.9576 -1.1295 0.2 0.1 -0.1 -0.59
H 2.6346 0.1300 3.7688 0.0 0.0 0.0 0.22
H -4.3785 -4.4076 -3.2672 -0.1 -0.1 -0.1 0.37
H 4.3909 4.2039 -7.5491 0.0 0.0 -0.1 0.33
H 2.5993 1.3844 -2.5617 0.2 0.0 0.0 0.08
H 7.1717 6.5498 0.1354 0.0 0.0 0.0 0.39
O -9.0364 1.1400 1.2561 0.1 -0.1 0.0 -0.51
H 2.2346 0.2087 2.0420 0.0 0.0 0.0 0.15
C -0.2446 -3.4933 -2.3181 0.1 0.0 -0.2 0.82
H -3.9483 -4.4261 3.0962 0.0 0.0 0.0 0.34
H -7.9818 0.1465 2.6687 0.0 0.0 0.0 0.21
H 1.9598 4.2627 -1.7552 -0.1 0.0 0.1 0.26
H -0.6825 -5.9079 -0.0032 -0.1 -0.2 0.2 0.45
H -7.5958 -0.0242 -2.3031 0.0 0.1 0.1 0.28
C 5.1380 -5.2952 -3.3838 -0.2 0.0 0.1 -0.23
H 3.7525 3.8541 4.4037 0.0 0.0 0.0 0.07
H -3.6082 -5.4570 1.6968 0.0 0.0 0.0 0.33
H 4.3589 0.0266 5.9786 -0.1 0.0 -0.1 0.26
H -3.3183 -3.7106 1.6137 0.0 -0.1 -0.1 -0.01
H 3.9549 4.5125 6.0390 0.0 0.0 0.0 0.33
C 3.9552 -5.2738 -4.3339 0.0 0.1 0.0 -0.72
H -1.7992 -2.5559 -3.4701 -0.1 0.1 -0.1 0.54
H -7.9049 -2.6946 -0.8317 0.0 0.0 0.0 0.17
H 4.0840 1.7518 5.6961 0.1 0.0 0.0 -0.03
H 2.1346 0.7296 6.9035 0.0 0.0 0.0 0.24
C 4.1762 3.1334 -7.5271 0.0 0.0 0.1 -1.05
H 0.3320 -1.7348 0.9509 0.5 0.3 -0.1 0.54
C 6.1579 6.1543 0.0636 0.0 -0.1 -0.1 -0.97
H 0.5497 -2.2216 -3.8855 0.0 0.3 -0.1 0.60
H 3.1000 2.8221 -3.4665 0.0 0.0 -0.1 0.37
H -0.1421 0.7641 2.6328 0.0 -0.1 -0.1 0.26
H -10.9942 0.5490 3.0543 0.0 0.0 0.1 0.35
H 4.3274 6.3681 2.9965 0.0 0.0 0.0 0.25
C 0.0755 -4.4326 -1.3380 -0.4 0.1 -0.1 -0.44
C -3.9864 -4.4821 2.0083 -0.1 0.1 0.1 -0.68
H -2.4982 -0.9116 0.2266 -0.1 0.3 -0.1 0.35
O 5.4518 1.3441 7.1326 0.0 0.1 -0.2 -0.54
H 4.8557 2.6767 -6.8069 0.0 0.0 0.0 0.27
H 2.0524 3.3373 -7.8526 0.0 -0.1 -0.1 0.25
H 5.0622 -6.1470 -2.7011 0.1 -0.1 -0.1 0.25
H 6.0704 -5.3866 -3.9360 0.0 0.0 0.0 0.31
C -4.0269 -3.7477 -2.4853 0.6 0.4 0.7 -1.19
H 6.1364 5.1623 0.5123 0.0 0.0 0.0 0.24
H -7.2538 -1.9154 -3.6119 0.0 0.0 0.0 0.27
H 5.4995 6.7902 0.6570 0.1 0.1 0.0 0.25
C 1.9758 0.5924 3.0332 0.0 0.0 0.1 -0.75
O 0.1805 0.7803 4.6677 0.0 -0.2 0.0 -0.58
H 1.3875 2.4138 -3.3221 0.0 0.1 -0.1 0.22
H 2.1715 1.6667 3.0461 0.0 0.0 -0.1 0.32
H 1.1040 -4.5750 -1.0487 0.2 -0.1 0.0 0.44
H -5.3763 -2.3174 1.5754 0.0 0.0 0.0 0.26
C -8.8877 0.7491 2.6210 -0.2 0.1 0.0 -0.20
O 5.0891 5.7955 3.1269 0.1 -0.1 0.1 -0.42
C 2.7344 2.8846 -7.1261 0.1 0.2 0.0 -0.23
H 3.0148 5.3967 4.8234 0.0 0.0 0.1 0.42
C 3.0617 0.9758 7.4254 0.0 0.0 0.0 -0.94
C -0.4261 -1.2823 0.3346 -0.5 -0.3 -0.1 0.28
H -8.7445 -1.1886 -0.4159 0.0 0.0 0.0 0.12
H 4.0322 -4.4279 -5.0184 0.0 0.0 0.0 0.25
C 2.2427 3.2395 -1.5248 0.1 -0.3 0.1 -0.09
O 2.4477 3.3923 -5.8224 0.0 -0.1 -0.1 -0.46
H 3.1960 3.2646 -0.9958 0.0 0.1 -0.1 0.27
H -4.6404 -3.8444 -1.5966 -0.3 -0.2 0.0 0.00
H 5.3069 6.4027 5.0945 0.0 0.0 0.1 0.27
H 2.6121 4.3405 -5.8376 0.0 0.0 0.0 0.27
H -9.0852 -2.0136 -1.9474 0.0 0.1 0.0 0.39
H -4.1181 -2.7099 -2.7819 -0.2 0.1 -0.4 0.33
H 4.3852 2.7222 -8.5152 0.0 0.0 0.0 0.35
H 5.6148 0.6855 7.8139 0.0 0.0 0.0 0.31
H -3.0404 -5.5378 -0.6691 -0.2 -0.1 0.1 0.69
C 5.1528 5.4849 4.5191 -0.2 0.1 -0.1 -0.38
C -7.2005 -0.9638 -1.9069 -0.2 -0.1 -0.1 -0.16
H 3.9007 -6.1921 -4.9183 0.0 0.0 0.0 0.37
H 5.6903 7.0865 -1.8336 0.1 0.0 0.0 0.26
H -9.8260 1.6851 1.1908 0.0 0.0 0.0 0.29
C -1.5665 -3.2803 -2.7040 0.1 -0.5 0.6 -0.46
Cl 2.5487 -2.0346 -0.5002 -0.2 -0.1 0.0 -0.10
H 0.3403 -0.7691 3.3773 -0.1 0.0 0.1 0.15
H 6.0260 4.8500 4.6547 0.0 0.0 -0.1 0.27
H 3.2201 0.2364 8.2135 0.0 0.0 0.0 0.36
O -5.9336 -3.0113 1.9390 0.0 -0.1 0.0 -0.45
C -0.9404 -5.1742 -0.7467 0.2 0.4 -0.4 -1.05
C -2.5950 -4.0092 -2.0955 0.2 0.1 -0.3 0.55
H -5.4550 -4.3330 0.4275 0.0 -0.1 0.0 -0.07
H -1.0202 -0.8848 -1.6637 0.1 -0.2 -0.4 0.36
H 4.4275 -3.9873 -2.1263 0.0 -0.1 0.1 0.24
O -6.5771 -1.7013 -2.9630 0.2 0.0 0.1 -0.48
O 1.2361 2.7141 -0.6372 -0.2 0.0 -0.2 -0.48
C 3.8962 4.7696 4.9802 0.0 0.0 0.0 -0.81
C 4.2402 1.0002 6.4692 0.0 -0.2 0.3 0.08
H 3.7842 6.1216 -0.9244 0.0 0.0 0.0 0.27
H 2.9471 1.9475 7.9068 0.0 0.0 0.0 0.27
H -10.2250 -0.9360 2.5025 0.0 0.0 0.0 0.25
C 0.8446 -2.6668 -2.9403 -0.6 -0.8 0.6 -0.83
H 2.5271 1.8158 -7.0892 0.0 0.0 0.0 0.27
H -8.7376 1.6389 3.2410 0.1 0.0 0.1 0.31
H 3.0173 -5.1712 -3.7764 0.0 -0.1 0.0 0.05
C -10.0806 -0.0465 3.1162 0.0 0.0 -0.1 -1.01
H 0.3173 1.7327 4.6836 0.0 0.0 0.0 0.33
H 6.3159 5.4394 -1.9687 -0.1 0.0 0.0 0.29
O 4.3591 5.5475 -1.4391 0.1 -0.1 -0.2 -0.43
C 5.6800 6.0931 -1.3740 -0.1 0.1 0.3 -0.29
H -9.9429 -0.3555 4.1529 0.0 0.0 0.0 0.32
C -8.2994 -1.7594 -1.2321 0.0 -0.1 0.0 -0.77
H 1.5231 1.8282 -0.4003 0.2 0.1 0.2 0.09
H -0.0230 0.3683 -0.9413 0.2 0.2 -0.2 0.59
H -6.4109 -0.7238 -1.1952 0.1 0.0 0.0 0.18
```
Forces are in eV/Å.

Computed properties:
* HOMO level: -11.718 eV
* charge: +1
* E_tot: -77169.4316 eV
* orbital gap: 0.268 Eh
* LUMO energy: -0.16219 Eh